The following is a quantum chemistry calculation of a molecular structure, C24H25EuNO9SSi in a non-equilibrium geometry, from OMol25.

Geometry as ORCA input:
```
! RIJCOSX wB97M-V def2-TZVPD def2/J DEFGRID3
* xyz -1 7
Eu 7.32 -7.57 14.14
O 9.38 -4.15 14.25
C 9.14 -5.06 13.48
O 9.20 -6.30 13.91
C 8.91 -4.97 11.96
C 9.51 -6.08 11.15
C 9.73 -5.55 9.75
C 8.32 -5.54 9.21
C 7.52 -6.10 10.42
O 8.44 -7.04 11.10
C 7.44 -4.90 11.38
C 6.27 -4.97 12.34
O 5.59 -4.00 12.62
O 6.17 -6.21 12.74
H 9.45 -4.11 11.50
H 10.34 -6.58 11.69
H 10.46 -6.26 9.18
H 10.34 -4.57 9.69
H 8.11 -6.12 8.33
H 8.07 -4.50 8.98
H 6.57 -6.53 10.16
H 7.31 -3.94 10.83
C 6.11 -11.63 17.68
Si 6.05 -10.30 18.99
C 4.30 -9.95 19.62
C 7.10 -10.80 20.41
C 6.86 -8.77 18.18
C 7.87 -8.11 18.90
C 8.38 -6.90 18.53
C 7.94 -6.42 17.27
N 7.11 -7.09 16.50
C 6.40 -8.15 16.97
S 5.02 -8.63 16.01
H 6.39 -12.59 18.12
H 6.75 -11.34 16.86
H 5.11 -11.73 17.23
H 3.80 -10.88 19.99
H 3.70 -9.50 18.74
H 4.38 -9.19 20.41
H 6.79 -11.85 20.53
H 7.00 -10.28 21.34
H 8.18 -10.83 20.15
H 8.18 -8.46 19.85
H 9.30 -6.44 19.00
H 8.34 -5.52 16.84
O 8.35 -11.23 14.56
C 7.53 -10.73 13.71
O 7.68 -9.55 13.19
C 6.25 -11.45 13.33
C 5.53 -10.83 12.29
C 4.35 -11.41 11.73
C 4.12 -12.73 12.15
O 3.04 -13.52 11.75
C 2.89 -14.42 12.86
O 4.07 -14.39 13.69
C 4.84 -13.36 13.23
C 5.92 -12.76 13.76
H 5.87 -9.79 12.00
H 3.71 -10.88 11.05
H 2.70 -15.42 12.50
H 2.03 -14.03 13.47
H 6.62 -13.28 14.48
*
```

Its maximum force is 0.074 Eh/bohr. The value obtained for the energy above the lowest of the compared OMol25 structures with the same formula, charge and spin is 62.1 kJ/mol. Its expectation value of S² is 12.010. The calculation puts the LUMO energy (alpha / beta) at 1.578 / 2.513 eV. The HOMO energy (alpha / beta) is -5.23 / -5.23 eV.


The following is a quantum chemistry calculation of a gas-phase ion, C25H29BCl2FNO9PS (charge +1) in a non-equilibrium geometry, from OMol25.

Geometry as ORCA input:
```
! RIJCOSX wB97M-V def2-TZVPD def2/J DEFGRID3
* xyz 1 1
C 3.31 0.15 -2.62
C 2.62 0.77 -1.68
C 1.13 0.88 -1.58
C 0.60 1.85 -2.38
C 1.41 2.78 -3.24
Cl 2.54 3.70 -2.21
C 2.00 2.10 -4.52
C 1.19 2.57 -5.73
Cl 3.69 2.53 -4.82
C -0.81 2.00 -2.46
O -1.24 2.98 -3.30
C -1.69 1.26 -1.72
S -3.38 1.53 -2.32
O -4.10 0.32 -2.15
O -3.31 2.03 -3.64
F -3.94 2.68 -1.50
C -1.15 0.32 -0.71
C -1.90 -0.43 0.27
C -3.30 -0.13 0.71
O -3.28 1.28 0.91
C -4.21 1.66 1.92
C -4.27 3.15 2.05
N -1.31 -1.43 0.98
P -2.29 -2.58 1.95
O -3.73 -2.44 1.84
O -1.85 -3.98 1.36
O -1.74 -2.49 3.40
C 0.06 -1.64 0.95
C 0.71 -2.66 1.84
C 1.28 -2.04 3.11
C 2.27 -2.76 3.77
C 2.86 -2.26 4.92
C 2.46 -1.03 5.40
C 1.47 -0.32 4.76
C 0.87 -0.82 3.62
C 0.85 -0.87 0.17
C 2.32 -1.09 0.26
B 2.86 -2.17 -0.78
O 4.02 -2.86 -0.52
O 2.18 -2.42 -1.96
C 0.28 0.11 -0.71
H 2.88 -0.53 -3.33
H 4.37 0.35 -2.69
H 3.17 1.27 -0.90
H 0.78 3.56 -3.61
H 1.88 1.03 -4.46
H 1.16 3.66 -5.77
H 0.19 2.16 -5.70
H 1.69 2.24 -6.63
H -1.49 2.60 -4.15
H -4.10 -0.51 0.10
H -3.46 -0.52 1.70
H -5.19 1.24 1.72
H -3.88 1.26 2.89
H -5.03 3.42 2.77
H -3.33 3.54 2.42
H -4.49 3.64 1.11
H -1.95 -3.96 0.40
H -1.53 -3.37 3.75
H 1.52 -3.15 1.32
H 0.07 -3.46 2.16
H 2.60 -3.71 3.39
H 3.64 -2.82 5.40
H 2.94 -0.63 6.28
H 1.18 0.64 5.16
H 0.09 -0.25 3.14
H 2.86 -0.17 0.21
H 2.61 -1.45 1.24
H 3.94 -3.42 0.26
H 1.36 -2.89 -1.83
*
```

Its maximum force is 0.043 Eh/bohr. The calculation puts the LUMO energy at -4.775 eV. The HOMO energy is -12.24 eV.


The following is a quantum chemistry calculation of a molecular structure, C8H22B3ClIO6P in a non-equilibrium geometry, from OMol25.

Geometry as ORCA input:
```
! RIJCOSX wB97M-V def2-TZVPD def2/J DEFGRID3
* xyz 0 1
O 1.14 1.13 2.32
P 0.05 0.86 1.12
Cl 0.13 2.55 -0.06
B -1.67 1.13 2.01
O -2.31 2.35 2.11
B -3.63 2.26 1.76
O -4.09 1.08 1.18
B -3.50 -0.08 1.60
I -4.22 -1.97 0.96
O -2.39 0.04 2.42
H 1.78 0.41 2.22
H -4.40 3.14 1.95
C 6.28 -0.26 1.21
C 4.88 -0.17 1.80
O 4.28 -1.42 2.09
C 4.95 -2.24 3.02
C 5.12 -1.61 4.39
H 6.27 -0.86 0.30
H 6.65 0.74 0.97
H 6.98 -0.72 1.91
H 4.22 0.30 1.07
H 4.88 0.47 2.69
H 5.92 -2.55 2.62
H 4.34 -3.14 3.10
H 5.74 -0.71 4.36
H 5.60 -2.32 5.07
H 4.15 -1.34 4.81
C -4.41 0.61 -2.22
C -3.09 0.70 -2.97
O -2.76 -0.46 -3.70
C -3.68 -0.84 -4.71
C -3.89 0.20 -5.79
H -4.40 -0.24 -1.54
H -4.58 1.52 -1.64
H -5.26 0.50 -2.90
H -2.27 0.83 -2.26
H -3.08 1.59 -3.62
H -4.64 -1.13 -4.27
H -3.25 -1.75 -5.15
H -4.32 1.12 -5.40
H -4.56 -0.18 -6.56
H -2.94 0.46 -6.27
*
```

Its maximum force is 0.030 Eh/bohr. The value obtained for the energy above the lowest of the compared OMol25 structures with the same formula, charge and spin is 0.0 kJ/mol. The calculation puts the LUMO energy at -0.177 eV. The HOMO energy is -9.13 eV.


The following is a quantum chemistry calculation of 14 unconnected molecules or ions with the total composition C84H100N11O34P3 in a non-equilibrium geometry, from OMol25.

Geometry as ORCA input:
```
! RIJCOSX wB97M-V def2-TZVPD def2/J DEFGRID3
* xyz 0 1
C 20.67 -21.17 14.89
C 19.36 -21.60 14.36
O 19.41 -21.63 12.91
P 20.42 -22.56 12.14
O 20.05 -22.99 10.80
O 21.84 -21.78 12.21
C 21.94 -20.62 11.40
C 23.27 -19.93 11.65
O 20.77 -23.68 13.17
C 21.39 -24.92 12.82
C 21.27 -25.88 13.99
H 21.44 -21.92 14.76
H 21.00 -20.35 14.25
H 20.67 -20.76 15.89
H 19.05 -22.63 14.61
H 18.53 -20.94 14.61
H 21.95 -20.99 10.41
H 21.13 -19.93 11.60
H 23.39 -19.65 12.69
H 24.14 -20.55 11.42
H 23.21 -18.95 11.07
H 20.94 -25.30 11.90
H 22.48 -24.76 12.66
H 21.57 -26.92 13.85
H 21.95 -25.53 14.82
H 20.30 -25.83 14.37
C 16.51 -14.35 11.87
C 17.89 -14.74 11.58
O 18.63 -14.85 12.87
P 19.20 -16.22 13.42
O 20.18 -17.01 12.67
O 19.75 -15.96 14.85
C 18.88 -15.36 15.82
C 19.31 -15.69 17.23
O 17.80 -16.92 13.64
C 17.80 -18.33 14.19
C 16.70 -18.53 15.16
H 16.13 -14.91 12.72
H 16.44 -13.30 12.12
H 15.90 -14.40 10.91
H 17.96 -15.74 11.09
H 18.46 -14.00 10.99
H 18.99 -14.26 15.71
H 17.78 -15.69 15.72
H 20.28 -15.25 17.48
H 18.60 -15.28 17.95
H 19.32 -16.77 17.40
H 17.74 -18.96 13.28
H 18.71 -18.52 14.76
H 15.67 -18.43 14.82
H 16.79 -19.55 15.58
H 16.73 -17.82 15.98
C 12.11 -21.41 15.03
C 13.60 -21.08 14.93
O 14.06 -21.29 13.54
P 14.71 -22.64 13.03
O 15.26 -23.53 14.05
O 13.54 -23.33 12.27
C 12.60 -22.61 11.39
C 12.41 -23.36 10.06
O 15.74 -22.11 11.90
C 16.82 -22.99 11.48
C 16.52 -23.86 10.29
H 11.92 -22.48 14.87
H 11.64 -21.11 15.96
H 11.52 -20.95 14.22
H 13.77 -20.03 15.14
H 14.20 -21.78 15.54
H 11.61 -22.56 11.87
H 13.00 -21.60 11.17
H 12.08 -24.38 10.20
H 11.69 -22.75 9.48
H 13.38 -23.35 9.46
H 17.67 -22.36 11.34
H 17.16 -23.66 12.28
H 17.43 -24.10 9.74
H 16.06 -24.79 10.63
H 15.82 -23.28 9.62
C 13.80 -19.96 19.68
C 13.99 -21.14 18.96
C 15.23 -21.37 18.41
C 16.22 -20.45 18.57
C 16.11 -19.28 19.25
C 14.88 -19.05 19.89
N 17.63 -20.76 18.11
O 18.42 -19.84 18.17
O 17.83 -21.91 17.64
H 12.87 -19.76 20.19
H 13.27 -21.90 18.95
H 15.44 -22.32 17.89
H 16.99 -18.66 19.28
H 14.82 -18.20 20.56
C 18.11 -18.52 9.77
C 17.47 -17.65 8.95
C 16.14 -17.28 9.21
C 15.48 -17.96 10.24
C 16.05 -18.94 10.99
C 17.39 -19.15 10.79
N 14.11 -17.56 10.49
O 13.78 -16.42 10.24
O 13.41 -18.45 10.88
H 19.12 -18.87 9.64
H 17.88 -17.29 8.04
H 15.61 -16.56 8.63
H 15.43 -19.39 11.76
H 17.91 -19.96 11.36
C 13.00 -27.19 15.08
C 11.78 -27.74 15.47
C 10.98 -26.90 16.25
C 11.40 -25.63 16.61
C 12.64 -25.14 16.25
C 13.51 -25.94 15.49
N 10.49 -24.98 17.64
O 10.99 -24.06 18.29
O 9.31 -25.36 17.68
H 13.70 -27.73 14.44
H 11.44 -28.72 15.28
H 10.00 -27.24 16.53
H 12.90 -24.16 16.71
H 14.49 -25.60 15.24
C 19.55 -23.05 6.81
C 18.88 -22.08 7.52
C 17.94 -21.26 6.89
C 17.70 -21.47 5.53
C 18.38 -22.42 4.81
C 19.35 -23.22 5.45
N 16.59 -20.70 4.95
O 16.05 -21.15 3.94
O 16.24 -19.73 5.62
H 20.39 -23.43 7.37
H 19.09 -21.85 8.58
H 17.42 -20.49 7.47
H 18.13 -22.61 3.77
H 19.97 -23.87 4.81
C 16.90 -25.60 16.87
C 17.51 -24.82 15.88
C 17.58 -25.37 14.58
C 17.14 -26.66 14.34
C 16.63 -27.40 15.35
C 16.52 -26.91 16.65
N 17.25 -27.22 12.97
O 17.07 -28.38 12.80
O 17.47 -26.37 12.09
H 16.80 -25.14 17.88
H 17.81 -23.77 16.05
H 18.16 -24.94 13.75
H 16.24 -28.37 15.15
H 15.98 -27.46 17.43
C 12.23 -17.44 13.93
C 12.03 -17.74 15.28
C 12.82 -17.28 16.29
C 13.77 -16.36 15.87
C 13.99 -15.94 14.58
C 13.22 -16.51 13.55
N 14.67 -15.81 16.96
O 14.47 -16.30 18.02
O 15.54 -15.04 16.63
H 11.67 -17.97 13.18
H 11.27 -18.47 15.60
H 12.65 -17.65 17.30
H 14.72 -15.19 14.41
H 13.26 -16.30 12.50
C 14.83 -27.82 6.84
C 15.78 -26.91 7.21
C 15.52 -25.54 7.14
C 14.28 -25.17 6.69
C 13.27 -26.07 6.31
C 13.60 -27.44 6.35
N 14.00 -23.73 6.70
O 12.95 -23.30 6.29
O 14.96 -23.05 7.06
H 15.01 -28.91 6.91
H 16.77 -27.22 7.49
H 16.28 -24.82 7.46
H 12.29 -25.68 6.09
H 12.88 -28.21 6.20
C 12.55 -18.64 6.33
C 13.18 -19.34 7.37
C 12.43 -19.70 8.46
C 11.13 -19.25 8.57
C 10.50 -18.57 7.59
C 11.21 -18.28 6.46
N 10.34 -19.70 9.76
O 10.84 -20.65 10.33
O 9.27 -19.15 10.06
H 13.05 -18.41 5.37
H 14.20 -19.73 7.16
H 12.92 -20.22 9.25
H 9.43 -18.36 7.73
H 10.71 -17.83 5.59
C 9.49 -20.62 18.43
C 9.33 -19.72 17.36
C 9.78 -18.39 17.53
C 10.45 -18.03 18.70
C 10.56 -18.90 19.74
C 10.12 -20.22 19.57
N 10.93 -16.65 18.81
O 11.30 -16.20 19.88
O 10.92 -15.98 17.78
H 9.02 -21.57 18.31
H 8.86 -20.04 16.39
H 9.59 -17.82 16.65
H 11.00 -18.62 20.67
H 10.23 -20.95 20.40
C 7.38 -25.92 12.44
C 7.83 -26.01 13.74
C 8.30 -24.88 14.39
C 8.22 -23.63 13.78
C 7.56 -23.51 12.58
C 7.16 -24.69 11.91
N 8.70 -22.43 14.45
O 8.67 -21.38 13.86
O 9.06 -22.48 15.60
H 7.16 -26.81 11.85
H 7.97 -27.03 14.19
H 8.58 -24.91 15.46
H 7.47 -22.53 12.11
H 6.69 -24.57 10.93
C 13.65 -26.44 11.97
C 14.08 -27.14 10.86
C 13.21 -27.79 10.00
C 11.87 -27.59 10.37
C 11.40 -26.89 11.50
C 12.31 -26.27 12.29
N 10.84 -28.36 9.58
O 11.14 -28.88 8.48
O 9.71 -28.38 9.99
H 14.35 -25.89 12.62
H 15.14 -27.25 10.73
H 13.40 -28.39 9.09
H 10.32 -26.86 11.50
H 11.95 -25.71 13.13
*
```

Its maximum force is 0.061 Eh/bohr. The calculation puts the LUMO energy at -0.914 eV. The HOMO energy is -9.77 eV.


The following is a quantum chemistry calculation of a single C5H13NO3 molecule in a non-equilibrium geometry, from OMol25.

Geometry as ORCA input:
```
! RIJCOSX wB97M-V def2-TZVPD def2/J DEFGRID3
* xyz 0 1
C -0.36 -0.44 2.17
C 0.50 -0.73 0.97
C 0.13 -1.95 0.17
N 0.67 0.70 0.02
O 0.84 1.76 0.79
O 1.75 0.60 -0.90
C -0.69 0.90 -0.74
C -0.62 0.45 -2.18
O -1.00 2.20 -0.57
H -0.07 -1.12 2.98
H -1.42 -0.57 1.97
H -0.18 0.58 2.51
H 1.55 -0.76 1.26
H 0.72 -2.03 -0.73
H 0.33 -2.83 0.79
H -0.93 -1.97 -0.08
H 2.14 1.49 -0.91
H -1.32 0.21 -0.13
H -0.28 -0.58 -2.28
H 0.04 1.10 -2.74
H -1.62 0.53 -2.60
H -0.17 2.46 0.21
*
```

Its maximum force is 0.049 Eh/bohr. The value obtained for the energy above the lowest of the compared OMol25 structures with the same formula, charge and spin is 436.8 kJ/mol. The calculation puts the LUMO energy at 0.806 eV. The HOMO energy is -9.42 eV.


The following is a quantum chemistry calculation of a single C4H7N3O2 molecule in a non-equilibrium geometry, from OMol25.

Geometry as ORCA input:
```
! RIJCOSX wB97M-V def2-TZVPD def2/J DEFGRID3
* xyz 0 1
H 1.87 1.39 -0.61
N 1.19 2.15 -0.54
C 0.03 1.75 -0.34
N -0.41 0.43 -0.17
C 0.58 -0.66 -0.20
C 1.71 -0.65 0.83
O 0.61 -1.51 -1.09
C -1.81 0.14 0.00
N -2.04 -1.19 -0.14
O -2.61 1.02 0.17
H -0.86 2.44 -0.29
H 1.89 -1.70 1.02
H 2.64 -0.28 0.37
H 1.50 -0.10 1.77
H -3.01 -1.49 -0.24
H -1.29 -1.73 -0.55
*
```

Its maximum force is 0.056 Eh/bohr. The value obtained for the energy above the lowest of the compared OMol25 structures with the same formula, charge and spin is 56.0 kJ/mol. The calculation puts the LUMO energy at 0.126 eV. The HOMO energy is -10.17 eV.


The following is a quantum chemistry calculation of a single C3H6NO2 molecule in a non-equilibrium geometry, from OMol25.

Geometry as ORCA input:
```
! RIJCOSX wB97M-V def2-TZVPD def2/J DEFGRID3
* xyz 0 2
O -2.29 -0.35 0.30
C -1.15 0.03 0.08
N -0.06 -0.62 0.59
C 1.55 -0.91 0.37
O 2.13 0.11 -0.17
C -0.93 1.30 -0.68
H -0.36 -1.50 1.00
H 1.60 -1.80 -0.27
H 1.81 -1.19 1.45
H -1.11 1.24 -1.76
H -1.38 2.18 -0.25
H 0.18 1.51 -0.67
*
```

Its maximum force is 0.085 Eh/bohr. The value obtained for the energy above the lowest of the compared OMol25 structures with the same formula, charge and spin is 132.1 kJ/mol. Its expectation value of S² is 0.755. The calculation puts the LUMO energy (alpha / beta) at 0.586 / -2.839 eV. The HOMO energy (alpha / beta) is -9.58 / -9.56 eV.


The following is a quantum chemistry calculation of 2 unconnected molecules or ions with the total composition C3H8NS2 in a non-equilibrium geometry, from OMol25.

Geometry as ORCA input:
```
! RIJCOSX wB97M-V def2-TZVPD def2/J DEFGRID3
* xyz 1 1
C 0.08 -2.06 -0.35
C -1.25 -1.50 -0.17
C -0.04 -0.87 0.45
N 1.62 2.58 0.38
S -2.23 -0.50 -1.23
S 0.89 0.33 1.11
H 0.56 -2.95 0.16
H 0.46 -2.15 -1.35
H -1.83 -1.82 0.67
H 0.79 3.19 0.28
H 1.87 2.72 -0.60
H 2.23 3.18 0.86
H -3.12 -1.44 -1.64
H -0.01 1.28 1.43
*
```

Its maximum force is 0.075 Eh/bohr. The value obtained for the energy above the lowest of the compared OMol25 structures with the same formula, charge and spin is 298.7 kJ/mol. The calculation puts the LUMO energy at -5.458 eV. The HOMO energy is -13.41 eV.


The following is a quantum chemistry calculation of a single C8H18O2 molecule in a non-equilibrium geometry, from OMol25.

Geometry as ORCA input:
```
! RIJCOSX wB97M-V def2-TZVPD def2/J DEFGRID3
* xyz 0 1
C -0.87 0.66 1.59
C -0.10 0.71 0.29
C 0.17 -0.58 -0.38
C 0.56 -1.75 0.49
C -1.36 -0.96 -1.21
C -1.09 -1.99 -2.30
O -2.32 -1.37 -0.26
C 1.55 1.37 0.50
C 1.50 2.65 1.33
O 2.13 1.60 -0.76
H -0.32 0.12 2.36
H -1.83 0.17 1.43
H -1.07 1.66 1.95
H -0.55 1.43 -0.40
H 0.89 -0.44 -1.20
H -0.22 -1.98 1.22
H 0.72 -2.64 -0.12
H 1.48 -1.54 1.03
H -1.73 -0.03 -1.68
H -0.35 -1.62 -3.00
H -2.01 -2.22 -2.85
H -0.73 -2.92 -1.85
H -2.77 -2.16 -0.56
H 2.19 0.63 0.98
H 0.76 3.34 0.93
H 1.25 2.42 2.36
H 2.48 3.15 1.32
H 1.63 2.30 -1.20
*
```

Its maximum force is 0.087 Eh/bohr. The value obtained for the energy above the lowest of the compared OMol25 structures with the same formula, charge and spin is 170.2 kJ/mol. The calculation puts the LUMO energy at 0.865 eV. The HOMO energy is -8.67 eV.